# C30H54BBrF5N4O12S

A 3-piece molecular cluster, C30H54BBrF5N4O12S overall (ωB97M-V/def2-TZVPD, the Open Molecules 2025 dataset).

Calculated values
- HOMO energy (eV) = -10.539
- total charge = +1
- E (a.u.) = -5793.5745

```
108
Properties=species:S:1:pos:R:3:forces:R:3
C 0.50994 -0.56757 3.71607 0.0736 0.1556 -0.6506
C -0.28630 -0.79839 2.43055 0.2410 0.8605 0.9505
O 0.56440 -0.64060 1.27138 -0.9651 -0.4540 -0.9316
B 0.87172 -1.74055 0.58563 0.5587 0.4466 1.5665
O 1.21915 -2.88892 1.24103 -0.5559 -0.2331 -0.7241
N 0.91844 -1.63122 -0.97327 -0.1580 -0.5167 -0.6030
C -0.43266 -1.19067 -1.52487 -0.6415 0.5841 0.2662
C -1.61596 -1.27496 -0.57942 -1.1123 0.4571 -0.5551
C -2.89587 -0.99096 -1.43257 0.8614 -0.2567 0.0912
C -3.70744 -2.24833 -1.63987 0.4841 0.3035 0.1629
O -4.53442 -2.42118 -0.48318 -0.7600 -0.0399 -0.4397
C -5.44059 -3.43007 -0.68465 0.4753 -2.0819 0.1379
O -5.12476 -4.59571 -0.77740 -0.1971 1.6751 0.0119
C 1.15543 -2.99571 -1.56609 0.5125 -2.1147 -0.0852
C 0.18411 -4.12608 -1.22281 0.9171 -0.3628 -0.3572
C 0.33963 -5.21844 -2.30583 -0.8762 0.1073 0.5340
C -0.15537 -6.54912 -1.76942 -0.3093 0.4511 -0.1073
Br -0.86393 -4.67771 -3.77600 0.4055 0.0252 -0.1987
C 2.66714 -3.32550 -1.45579 -0.3002 1.1643 0.2460
C 3.16053 -4.44245 -0.56544 0.1326 -0.4456 0.3562
C 4.62795 -4.89755 -0.77079 0.5179 0.1666 0.1242
C 5.25116 -4.53817 -2.10879 -0.0776 -0.9080 -1.3963
N 6.36473 -3.66016 -2.21670 -0.7887 -0.2053 1.0897
O 4.80317 -5.05665 -3.11865 -0.0833 0.8292 0.7257
C 3.28969 -1.87563 -1.32177 1.1215 -0.8990 0.5523
C 4.31653 -1.62004 -0.22418 0.1816 -0.0837 0.2344
O 3.87586 -2.04080 1.06230 -0.1377 -0.3336 -0.3780
C 4.85931 -2.50664 1.87278 0.7822 0.3623 0.7338
C 4.39207 -3.56855 2.82537 -0.3245 0.5110 0.0439
O 5.99274 -2.09211 1.85208 -0.6950 -0.3318 -0.5869
C 2.14061 -0.87306 -1.50656 -0.4353 -0.2248 -1.4737
C 1.95745 -0.54046 -3.00910 -0.2840 0.7876 0.2187
C 3.22273 -0.29845 -3.84840 -0.2428 -0.8396 -0.7750
O 2.94297 0.64956 -4.85792 0.1938 0.1889 0.5415
S 2.47012 0.76434 -0.74600 2.8042 0.6008 2.0306
O 3.52446 1.40525 -1.47275 -0.7747 -0.2297 -1.3414
O 2.82688 0.63833 0.63364 -1.2678 -0.6275 0.2221
C 1.01812 1.93092 -0.77624 -0.9266 0.9890 0.2541
F 1.37463 2.84572 0.13408 0.4416 -0.2840 -0.2995
F -0.13560 1.39463 -0.33043 0.2677 -0.1575 -0.2766
C 0.68449 2.70804 -2.09721 -0.3566 0.7045 -0.1301
F -0.21694 2.00790 -2.81638 0.4206 -0.0033 0.0663
F 1.73638 2.99362 -2.84746 -0.4252 -0.2757 0.3311
F 0.08642 3.85093 -1.72468 0.2911 -0.4746 -0.2660
H 0.15219 0.32928 4.20069 -0.1864 0.0334 0.3867
H 1.52697 -0.34093 3.41964 0.3236 -0.1457 0.0756
H 0.49982 -1.41085 4.39044 -0.0187 -0.1441 0.1749
H -1.02127 -0.00749 2.35092 -0.1833 0.1451 -0.2530
H -0.85173 -1.72485 2.42741 0.2126 -0.3555 -0.1913
H 0.48214 -3.46101 1.46692 -0.0114 -0.2667 0.2074
H -0.68495 -1.76652 -2.40626 0.4108 -0.4762 -0.1375
H -0.40676 -0.16803 -1.87154 0.4000 0.1488 0.0833
H -1.60355 -0.50266 0.17087 0.4049 -0.0597 0.3871
H -1.78256 -2.25217 -0.13489 0.3533 -0.1346 0.3526
H -3.46781 -0.20863 -0.95504 -0.4003 0.0364 0.0831
H -2.58984 -0.59322 -2.39826 -0.0573 0.0332 -0.2266
H -4.28738 -2.18059 -2.55604 -0.3565 -0.0570 0.0014
H -3.04041 -3.10612 -1.71344 0.0156 -0.2031 -0.2603
H -6.49063 -3.12765 -0.75482 0.0609 0.3878 0.2064
H 1.03023 -3.00305 -2.64105 -0.3868 1.2803 -0.2112
H -0.85164 -3.83156 -1.29612 -0.2374 0.1880 0.4818
H 0.42074 -4.61339 -0.28597 -0.1379 0.1105 0.3405
H 1.34978 -5.27862 -2.68650 0.0965 -0.0192 -0.3640
H -0.44079 -7.19943 -2.58307 0.2425 -0.4044 -0.0684
H -1.05586 -6.37046 -1.18713 -0.1727 -0.0385 0.0978
H 0.58071 -6.99921 -1.11150 0.2006 -0.1892 -0.0270
H 2.92953 -3.64654 -2.45673 0.0982 -0.0879 -0.2078
H 2.55103 -5.31656 -0.77303 -0.1973 -0.0999 -0.2300
H 3.02597 -4.27114 0.49134 -0.1108 0.3222 0.1630
H 5.26523 -4.57477 0.04664 0.0579 0.3090 0.1513
H 4.63279 -5.97869 -0.71883 0.0514 -0.2761 -0.0639
H 6.03948 -2.76573 -2.56067 0.3941 0.0313 -0.6383
H 6.78023 -3.49474 -1.30566 0.0865 0.0943 -0.0037
H 3.96069 -1.91598 -2.16982 -0.1813 1.0458 -0.5056
H 5.20460 -2.18197 -0.47894 0.1606 -0.2296 0.0189
H 4.63958 -0.58748 -0.22594 -0.0339 0.2453 0.1275
H 4.81520 -3.34558 3.79489 0.1566 -0.1243 0.2108
H 4.74796 -4.53555 2.49343 0.1729 -0.2072 -0.0743
H 3.31280 -3.59384 2.89838 -0.2190 -0.0007 -0.0331
H 1.33818 -1.25485 -3.53886 -0.0554 -0.3934 0.1723
H 1.37880 0.37930 -3.07857 0.0308 0.1379 -0.0981
H 3.46513 -1.23332 -4.35875 0.2011 -0.2847 0.1809
H 4.10209 -0.02133 -3.28773 -0.0327 0.5424 0.1599
H 2.36553 0.20803 -5.48117 -0.1064 0.1052 -0.4183
C -4.11276 4.42272 0.42941 -0.0307 -0.1013 -0.0404
O -5.21709 4.26868 0.90973 -0.0611 -0.0104 0.0600
N -3.29816 5.46115 0.68019 0.1942 0.0156 -0.0836
C -1.98882 5.56960 0.06940 -0.1905 0.2013 0.2363
C -3.74915 6.50186 1.59194 -0.0377 -0.1866 -0.1082
H -3.67352 3.69245 -0.27581 0.0308 0.0166 -0.0226
H -1.21968 5.59544 0.84449 0.0914 0.0155 -0.0862
H -1.92771 6.48480 -0.52220 0.1113 -0.0243 -0.0293
H -1.81043 4.71711 -0.57913 -0.0603 -0.0313 -0.0134
H -3.95806 6.06428 2.56827 -0.0026 0.0555 0.0256
H -4.66577 6.95126 1.21159 0.0013 0.0446 0.0424
H -2.98536 7.26751 1.69358 0.0091 0.0099 0.0022
C -4.24827 9.52357 4.69505 0.1360 0.0473 0.0914
O -3.55731 9.51183 3.69374 0.0208 -0.0751 -0.1057
N -5.47896 8.98968 4.77605 -0.1535 0.0120 0.1634
C -6.26116 9.01914 5.99652 -0.0327 -0.0747 -0.2541
C -6.02960 8.36237 3.58676 0.1361 0.1960 0.0713
H -3.90739 9.97898 5.63978 -0.0250 0.0104 0.0051
H -6.48939 8.00116 6.31803 -0.0415 0.0324 0.0815
H -7.19669 9.55527 5.82727 -0.0242 -0.0057 0.0980
H -5.70576 9.52128 6.78525 0.0399 0.0159 -0.0155
H -5.37396 7.55531 3.27566 -0.0986 -0.0820 -0.0875
H -6.08474 9.09451 2.78024 -0.0400 -0.0794 -0.0669
H -7.02153 7.97115 3.79463 -0.0065 0.0116 0.0696
```
Forces are in eV/Å.

Mulliken population analysis, charges in e, atoms 1 to 2: -1.26, -0.41